No. 1
Entry from the OMol25 dataset: a 14-piece molecular cluster, C38H78B2F29N6O16P overall in a non-equilibrium geometry (ωB97M-V/def2-TZVPD).

Element x y z (Å)
C  -0.99926  -3.25572  2.21930
C  -0.43934  -1.95577  1.66769
O  0.46180  -1.92018  0.85612
N  -1.29844  -0.66342  1.83656
H  -1.56488  -0.13226  1.01987
H  -2.11493  -0.87318  2.39284
C  -0.62583  0.39249  2.73716
H  -1.37054  -3.10079  3.23234
H  -0.14796  -3.93633  2.20697
H  -1.85555  -3.64824  1.67085
H  -1.35751  1.18079  2.91417
H  0.23240  0.95168  2.36452
H  -0.37338  -0.10264  3.67482
C  -1.06870  8.20673  1.80239
C  -0.93010  7.71278  3.23836
O  0.16095  7.47610  3.71109
N  -2.30519  7.47555  3.94095
H  -3.00613  8.14096  3.64766
H  -2.74347  6.62164  3.62656
C  -2.09773  7.47617  5.47518
H  -1.34626  7.48139  1.03758
H  -0.14877  8.69976  1.48813
H  -1.86558  8.94500  1.71258
H  -1.58366  8.42264  5.64252
H  -1.40780  6.70795  5.82437
H  -3.09985  7.50200  5.90320
C  -7.28644  -3.16382  4.93470
C  -6.94435  -3.91015  3.67730
O  -7.74679  -4.51620  3.01270
N  -5.52732  -3.57542  3.16088
H  -5.68611  -3.51434  2.16531
H  -5.22619  -2.65281  3.44052
C  -4.41977  -4.64313  3.49802
H  -7.19626  -2.09524  4.73947
H  -6.60191  -3.46905  5.72613
H  -8.30627  -3.41833  5.22326
H  -4.80776  -5.63597  3.27031
H  -4.10035  -4.44990  4.52209
H  -3.69240  -4.36833  2.73413
C  -6.38605  4.39561  5.78371
C  -6.63027  4.78419  7.24346
O  -6.44687  5.88158  7.76446
N  -6.99437  3.54954  8.06396
H  -6.92765  2.64167  7.62643
H  -6.37281  3.41700  8.84895
C  -8.44965  3.62556  8.53240
H  -7.13733  4.73772  5.07193
H  -6.28158  3.33200  5.56937
H  -5.52848  4.94775  5.39925
H  -8.84648  2.72144  8.99413
H  -9.05996  3.71456  7.63368
H  -8.55209  4.42103  9.27053
C  -1.42186  -3.15880  8.44506
C  -2.14712  -4.10601  9.42159
O  -2.27520  -3.92223  10.60074
N  -2.73132  -5.40829  8.80018
H  -3.68994  -5.34852  8.48783
H  -2.15398  -5.60207  7.99442
C  -2.63339  -6.59195  9.73856
H  -0.45618  -3.64559  8.30873
H  -1.07450  -2.23054  8.89868
H  -1.91311  -3.05363  7.47775
H  -3.13169  -7.41670  9.22909
H  -3.20076  -6.49177  10.66386
H  -1.61210  -6.72498  10.09546
C  -6.34481  0.23457  -0.88861
C  -6.22784  0.30124  0.67355
O  -6.98784  -0.29413  1.40827
N  -4.98707  0.98208  1.21137
H  -4.70408  0.57934  2.09331
H  -4.20375  0.74120  0.62105
C  -5.31189  2.51112  1.47735
H  -5.73031  -0.49888  -1.41065
H  -6.21721  1.21352  -1.35066
H  -7.29079  -0.19672  -1.21608
H  -4.48258  2.95958  2.02438
H  -6.10437  2.49561  2.22556
H  -5.47334  3.06063  0.54994
C  2.78926  -1.51151  4.50783
O  1.72727  -0.66106  5.13696
O  3.95161  -0.72159  4.67147
C  2.60361  -3.04572  4.72631
F  2.96011  -3.36546  5.98113
F  1.32351  -3.48375  4.48810
F  3.39859  -3.61178  3.91564
C  1.24389  -1.01431  6.40852
C  0.43973  0.26333  6.79544
H  -0.21796  0.58477  5.98784
H  -0.18669  0.01435  7.65202
H  1.09819  1.09541  7.04474
H  1.84907  -1.25433  7.28274
H  0.51811  -1.82237  6.31692
H  2.51797  -1.33583  3.46685
C  4.35793  4.75524  7.24772
O  3.56507  3.91867  6.35515
O  4.67275  3.99056  8.37325
C  5.53386  5.35923  6.30049
F  6.21980  4.41819  5.64271
F  4.86349  6.04874  5.35194
F  6.42386  6.14729  6.91981
C  2.23593  4.29353  5.84761
C  1.92502  3.25297  4.77063
H  1.77452  2.32313  5.31914
H  1.08336  3.39562  4.09286
H  2.75474  3.06890  4.08816
H  2.25739  5.29147  5.40971
H  1.38039  4.31823  6.52254
H  3.75865  5.57092  7.65221
C  -3.89262  -0.38703  4.63027
O  -3.12391  0.79770  4.49574
O  -3.94452  -0.93355  3.32836
C  -3.23273  -1.28165  5.82116
F  -1.96709  -1.43829  5.52068
F  -3.14015  -0.66442  7.05674
F  -3.83069  -2.48942  5.92457
C  -3.29735  1.90342  5.41110
C  -2.49143  3.06672  4.80924
H  -2.52356  3.14574  3.72259
H  -2.85970  4.06947  5.02598
H  -1.42388  3.00068  5.01916
H  -3.00769  1.74249  6.44952
H  -4.33340  2.23298  5.48900
H  -4.88727  -0.01302  4.87295
C  -2.22556  2.11021  -0.80333
O  -1.85137  2.79447  0.41395
O  -2.48115  0.75696  -0.52697
C  -3.21204  2.98933  -1.64925
F  -2.94246  4.31452  -1.56020
F  -3.08421  2.64723  -2.95127
F  -4.50390  2.81801  -1.39666
C  -0.67704  3.61019  0.23259
C  -0.46655  4.42881  1.54449
H  0.51463  4.88253  1.40480
H  -1.09862  5.30909  1.66152
H  -0.43925  3.69759  2.35236
H  -0.73679  4.45014  -0.45952
H  0.19550  3.01244  -0.03097
H  -1.32249  2.07178  -1.41249
C  -3.53191  2.98069  9.31234
O  -3.02994  1.98022  10.22826
O  -4.77255  3.37673  9.87029
C  -2.50108  4.15964  9.12016
F  -2.96105  5.18214  8.39552
F  -2.15255  4.70158  10.24257
F  -1.41044  3.92487  8.39362
C  -2.05458  1.15807  9.61414
C  -1.30511  0.49703  10.77008
H  -0.96482  1.14693  11.57627
H  -1.85761  -0.25305  11.33598
H  -0.43543  -0.03520  10.38471
H  -1.28224  1.55263  8.95390
H  -2.60270  0.37476  9.09061
H  -3.71786  2.56443  8.32226
P  -6.21113  -5.28792  8.52103
F  -7.26418  -6.18804  9.31052
F  -7.08553  -5.61626  7.17390
F  -7.16595  -4.04021  8.91171
F  -5.25566  -4.33803  7.71590
F  -5.34730  -5.07603  9.87076
F  -5.26143  -6.60864  8.14664
B  -7.13579  0.39737  7.69124
F  -7.82269  1.34155  6.94437
F  -5.83812  0.91630  7.65695
F  -7.66564  0.48940  8.92082
F  -7.22570  -0.78950  7.13312
B  -4.49266  5.91147  2.31832
F  -4.37958  6.97364  1.45070
F  -5.58632  5.11054  1.97922
F  -3.37060  5.11028  2.26825
F  -4.74873  6.30547  3.61908

Forces on the atoms, in the same order (eV/Å):
C 0.5 0.9 1.0
C 0.1 0.6 -3.6
O -1.6 0.2 2.2
N 2.5 0.0 2.2
H -0.4 0.1 -2.0
H -1.4 -0.3 0.4
C -0.1 0.3 0.6
H 0.2 0.0 0.2
H -0.3 -0.1 0.1
H 0.2 0.3 -0.6
H -0.3 -0.5 0.0
H 0.2 -1.0 -0.7
H 0.2 0.2 0.0
C -0.5 0.8 0.2
C 2.2 -0.7 -1.7
O -3.6 0.4 0.2
N 2.4 -0.1 1.6
H -0.1 0.7 0.0
H 0.1 -1.2 -0.2
C -0.2 1.1 -1.0
H 0.1 -0.6 0.5
H 0.1 -0.3 0.3
H -0.1 0.1 0.2
H -0.2 0.0 0.3
H -0.5 -0.4 -0.4
H 0.3 -0.4 0.2
C 0.3 -0.8 -0.2
C -2.2 0.9 0.4
O 2.4 0.3 0.2
N -0.8 -2.6 0.1
H 0.3 -0.2 -0.6
H 0.8 1.4 0.6
C -1.1 1.6 -1.2
H 0.1 0.1 0.2
H 0.0 0.3 0.2
H 0.2 0.1 0.0
H -0.1 0.2 0.4
H 0.0 -0.2 -0.3
H 0.5 -0.3 0.6
C 0.1 0.7 -0.3
C 1.3 1.0 0.5
O -1.1 -3.5 -1.5
N -2.4 1.3 0.6
H 0.2 -0.4 -1.3
H 2.1 0.4 1.9
C 0.2 0.1 -0.1
H -0.6 0.2 0.4
H 0.1 0.0 0.6
H 0.3 -0.1 0.3
H 1.0 -0.3 0.0
H 0.0 0.6 0.1
H 0.0 0.2 -0.5
C 0.2 -1.5 0.6
C -0.4 2.4 1.4
O 0.1 -1.1 -2.0
N 1.6 -0.3 1.5
H -0.8 0.5 -0.1
H 0.1 -0.1 -0.4
C -0.5 0.0 0.4
H 0.2 -0.4 -0.6
H -0.9 0.1 0.2
H 0.0 0.1 0.2
H 0.6 -0.1 -0.1
H -0.3 0.9 -0.4
H 0.1 -0.2 -0.7
C -0.5 0.2 0.5
C -0.3 -2.2 -0.6
O 1.4 1.5 -0.8
N -2.5 1.4 0.0
H -0.1 -0.9 1.4
H 1.5 0.7 -1.6
C 0.9 -1.0 0.5
H 1.2 0.3 0.7
H 0.2 -0.1 0.1
H -0.6 0.5 0.8
H 0.4 -0.3 -0.5
H -0.4 0.0 -0.6
H -0.3 -0.4 0.4
C 1.9 5.6 -0.5
O 0.0 -2.1 0.5
O -1.9 -4.2 0.1
C -0.1 4.3 2.1
F -0.5 -1.1 0.5
F 0.2 -0.3 0.2
F 1.6 -2.5 -2.1
C -2.0 2.2 -0.2
C 0.1 -0.8 0.4
H 0.0 -0.1 -0.1
H -0.2 0.2 0.3
H 0.1 -0.2 0.1
H 1.1 0.0 -0.6
H -0.2 -0.5 0.0
H -0.5 -0.7 -0.8
C 0.6 -2.6 3.7
O -1.8 0.4 -1.0
O 0.5 2.1 -2.9
C -2.3 -2.1 1.2
F 0.4 0.0 0.0
F 0.4 1.2 -0.6
F -0.1 0.4 -0.2
C 1.6 0.2 -0.9
C 0.5 -0.8 0.2
H 0.0 -0.3 -0.3
H -0.5 0.5 0.4
H 0.3 0.2 0.3
H 0.3 0.3 -0.1
H 0.3 -0.3 0.9
H -0.3 1.0 -0.8
C -0.5 0.9 -1.3
O 0.5 0.2 0.8
O 0.3 -0.9 1.9
C -0.5 2.6 -0.6
F 1.4 -1.2 -0.8
F -1.4 -1.0 -1.3
F 0.1 0.0 0.4
C 0.2 1.0 -0.7
C 0.4 0.1 -0.6
H -0.3 -0.8 -0.3
H -0.1 -0.1 0.9
H 0.0 0.0 0.4
H 0.4 -0.6 -0.2
H -0.4 -0.4 -0.3
H -0.4 -0.6 0.9
C 1.5 -2.5 1.1
O 0.1 0.7 -1.1
O -1.6 2.2 0.2
C 1.0 -0.7 -0.1
F -0.2 -0.6 0.0
F 0.2 0.1 -0.1
F -0.9 0.1 0.6
C -0.8 1.6 1.8
C 1.2 -1.0 -1.1
H 0.4 -0.2 0.4
H -0.7 -0.8 0.1
H -0.2 0.6 0.5
H -0.6 -0.6 -1.0
H 0.0 -0.2 0.2
H 0.2 0.6 -0.5
C -3.7 0.5 2.1
O 1.1 1.5 -1.7
O 2.1 0.3 -1.9
C -1.1 -0.2 -0.5
F -2.5 1.3 -0.9
F 0.9 0.3 2.2
F 1.8 -1.9 -0.1
C 0.0 -1.5 1.8
C 0.4 -0.8 0.3
H 0.1 0.6 -0.5
H -0.6 -0.1 -0.3
H 0.3 0.0 -0.1
H -0.4 0.9 -0.1
H 0.1 -0.1 -0.4
H 0.4 -0.5 -0.5
P -3.9 -0.6 1.0
F 0.4 -1.2 0.5
F 0.7 0.5 -0.2
F 0.7 0.2 -0.6
F 1.4 0.6 -0.9
F 0.6 -0.1 -0.1
F 0.2 0.5 0.2
B 1.0 1.7 0.3
F -1.8 1.4 -2.2
F 1.4 -0.1 0.2
F -0.7 -0.4 2.4
F -0.1 -3.0 -1.3
B -1.7 -1.3 -0.9
F 0.4 0.9 -0.1
F -0.7 -0.2 -0.6
F 1.2 0.0 0.3
F 0.5 1.1 1.4

Summary:
**HOMO**: -1.18 eV
**Electronic energy**: -171829.2827 eV
**Net charge**: -2
**LUMO level**: 1.8 eV

Atomic partial charges in e from the Mulliken method, atoms 1 to 5:
1. C -0.758
2. C 0.679
3. O -0.519
4. N 0.714
5. H 0.263

***

No. 2
Entry from the OMol25 dataset: a 2-piece molecular cluster, Cl2H2N2S overall in a non-equilibrium geometry (ωB97M-V/def2-TZVPD).

Element x y z (Å)
N  0.35507  0.00828  2.30991
N  0.59273  -0.93539  -0.84300
S  0.11927  0.35158  -0.27635
Cl  -2.00452  0.07199  -0.28803
Cl  0.15997  1.69901  -2.06531
H  -0.52984  -0.32268  2.66852
H  1.30732  -0.87280  -1.50574

Forces on the atoms, in the same order (eV/Å):
N 1.0 0.2 -0.1
N -0.7 -0.2 1.6
S -1.1 0.6 -1.8
Cl 0.3 0.1 0.4
Cl 0.1 -0.2 0.9
H -1.0 -0.3 0.4
H 1.4 -0.2 -1.3

Summary:
**HOMO (spin up / spin down)**: -10.14 / -10.07 eV
**Relative energy (zero: lowest compared OMol25 entry of this formula, charge and spin)**: 70.62 kcal per mole
**Electronic energy**: -38886.7282 eV
**LUMO level (spin up / spin down)**: -2.6 / -2.0 eV

Atomic partial charges in e from the Mulliken method, atoms 1 to 5:
1. N -0.242
2. N -0.359
3. S 0.465
4. Cl -0.149
5. Cl -0.286

***

No. 3
Entry from the OMol25 dataset: the molecule C3H7NO2S in a non-equilibrium geometry (ωB97M-V/def2-TZVPD).

Element x y z (Å)
N  0.91647  -0.51220  -1.17247
C  0.29497  0.21430  -0.09576
C  -0.60492  -0.67756  0.82042
S  0.63509  -2.01661  1.46865
C  -0.41997  1.46053  -0.55732
O  -1.33078  1.63833  -1.27190
O  0.24400  2.53062  0.02836
H  0.30206  -0.82945  -1.87340
H  1.20394  -1.47704  -0.82937
H  1.40508  0.56855  0.25691
H  -1.48685  -1.05497  0.25447
H  -0.96708  -0.15819  1.77833
H  -0.09441  -3.16584  1.41312
H  -0.09759  3.47952  -0.22004

Forces on the atoms, in the same order (eV/Å):
N 0.6 -2.5 -0.7
C 3.0 -0.2 0.9
C 0.8 0.2 1.6
S -1.3 0.3 -0.3
C 2.3 2.1 1.5
O -1.9 -0.7 -1.4
O -0.6 1.9 -0.3
H -1.5 0.2 -1.3
H 0.1 1.8 0.1
H -3.4 -0.3 1.0
H 0.9 0.0 0.4
H 0.5 -0.6 -1.6
H 0.1 0.7 -0.1
H 0.4 -3.0 0.3

Summary:
**HOMO**: -9.55 eV
**Relative energy (zero: lowest compared OMol25 entry of this formula, charge and spin)**: 43.85 kcal per mole
**Electronic energy**: -19643.7025 eV
**LUMO level**: 0.7 eV

Atomic partial charges in e from the Mulliken method, atoms 1 to 5:
1. N -0.663
2. C 0.315
3. C -0.544
4. S -0.281
5. C 0.251

***

No. 4
Entry from the OMol25 dataset: a 2-piece molecular cluster, C3H5N3 overall (ωB97M-V/def2-TZVPD).

Element x y z (Å)
C  -1.74478  -0.42590  0.01940
C  -0.28783  -0.69445  -0.07376
N  0.58157  -1.49917  -0.13770
N  2.42156  -0.14539  -0.32681
N  1.73127  0.86391  -0.09034
C  0.56642  1.21785  -0.01424
H  -1.96089  0.20133  0.88841
H  -2.08900  0.10330  -0.87395
H  -2.29316  -1.36704  0.10861
H  2.88537  -0.45968  0.53009
H  0.19199  2.23548  0.00323

Forces on the atoms, in the same order (eV/Å):
C -0.1 0.0 0.0
C 0.6 -0.7 0.0
N -0.7 0.7 0.1
N -0.1 0.3 0.1
N -0.5 -0.2 0.0
C 0.6 0.0 0.0
H 0.1 -0.1 -0.1
H 0.1 -0.1 0.1
H 0.1 0.1 0.0
H 0.0 0.0 0.0
H 0.0 -0.1 0.0

Summary:
**HOMO**: -9.15 eV
**Relative energy (zero: lowest compared OMol25 entry of this formula, charge and spin)**: 102.20 kcal per mole
**Electronic energy**: -7658.0236 eV
**LUMO level**: 0.5 eV

Atomic partial charges in e from the Mulliken method, atoms 1 to 5:
1. C -1.082
2. C 0.708
3. N -0.586
4. N -0.613
5. N 0.302